# 1
{"formula": "CH4N7O4", "method": "ωB97M-V with the def2-TZVPD basis set", "largest_force_ev_per_a": 4.8, "charge": 1, "homo_ha": -0.518, "molar_mass_g_mol": 178.1, "relative_energy_kcal_mol": 0.00, "orbital_gap_ev": 8.3, "elements": ["C", "N", "N", "N", "N", "N", "N", "N", "O", "O", "O", "O", "H", "H", "H", "H"], "xyz": [[0.44224, 1.01119, -0.04014], [-0.22710, 2.10198, -0.01847], [-0.00108, -0.31092, -0.03583], [-1.18409, -0.65551, -0.00426], [-1.56920, -2.07038, 0.02450], [1.90428, 1.22581, 0.13413], [1.33538, -1.72118, -0.01607], [-1.45739, 2.22141, -0.25386], [2.49391, 0.14161, 0.30005], [2.41398, 2.31213, 0.17996], [1.49068, -1.96132, -1.10237], [1.53997, -1.98735, 1.07081], [-0.87862, -2.73277, 0.36034], [-2.44896, -2.01816, 0.45773], [-1.87550, 3.12050, -0.49149], [-1.97851, 1.32294, -0.56503]], "forces_ev_per_a": [[-0.07, 1.22, 0.43], [1.15, 0.84, -0.75], [0.33, -1.54, 0.17], [-1.09, -1.61, 0.08], [2.57, 3.93, -1.10], [0.55, -1.23, 0.85], [-0.19, 0.81, 1.33], [-2.72, -2.94, -1.08], [0.42, 1.45, -0.47], [-1.01, -0.93, -0.30], [0.46, -0.76, -2.31], [-0.16, -0.79, 0.94], [-0.18, 0.04, 0.32], [-1.27, -0.58, 0.67], [0.57, -0.10, 0.44], [0.65, 2.18, 0.78]]}


# 2
{"formula": "C5H7N3", "method": "ωB97M-V with the def2-TZVPD basis set", "largest_force_ev_per_a": 6.0, "homo_ha": -0.357, "smiles": "C1=NCC2CN=CN12", "molar_mass_g_mol": 109.1, "relative_energy_kcal_mol": 90.97, "orbital_gap_ev": 10.6, "elements": ["C", "N", "C", "C", "C", "N", "C", "N", "H", "H", "H", "H", "H", "H", "H"], "xyz": [[-0.84384, -0.36531, 1.24179], [-1.72963, -0.84366, 0.46356], [-1.22457, -0.97412, -0.85517], [0.44088, -0.69131, -0.65391], [0.74416, 0.72516, -1.31461], [1.00904, 1.63888, -0.20264], [0.99636, 0.98130, 0.86618], [0.64696, -0.43756, 0.88368], [-1.15340, 0.03978, 2.22032], [-1.16108, -2.06673, -1.19192], [-1.38842, -0.20762, -1.89931], [0.98399, -1.51485, -0.93655], [-0.18055, 1.16773, -1.77727], [1.58907, 0.62349, -1.90413], [1.14789, 1.40030, 1.77094]], "forces_ev_per_a": [[0.52, -1.24, 0.55], [-0.24, 2.21, 0.15], [4.99, -1.16, -3.16], [-3.17, 3.16, 1.23], [-2.16, -0.74, 2.15], [0.77, -0.28, 0.00], [-0.48, -1.54, -2.11], [-3.47, 1.36, -2.48], [0.58, -0.48, -0.29], [-1.09, 1.49, 0.19], [-0.91, -2.31, 3.65], [1.49, -1.62, -0.88], [1.21, -0.67, -0.32], [1.41, 0.37, -1.64], [0.55, 1.45, 2.96]]}


# 3
{"formula": "C5H11N", "method": "ωB97M-V with the def2-TZVPD basis set", "largest_force_ev_per_a": 1.7, "homo_ha": -0.234, "molar_mass_g_mol": 85.1, "relative_energy_kcal_mol": 160.09, "orbital_gap_ev": 5.5, "elements": ["C", "C", "C", "C", "C", "N", "H", "H", "H", "H", "H", "H", "H", "H", "H", "H", "H"], "xyz": [[0.37793, -2.13784, 0.37275], [-0.58693, -1.17362, 1.18402], [-0.34993, 0.29163, 1.08348], [-0.79741, 1.08852, -0.04839], [1.16090, 1.26883, -1.24851], [-0.13461, 0.83311, -1.37142], [-0.17694, -2.77789, -0.28361], [0.92632, -2.69004, 1.13081], [1.16816, -1.62399, -0.17273], [-0.59550, -1.48157, 2.21423], [-1.57000, -1.48225, 0.78842], [0.16839, 0.81472, 1.87134], [-0.56409, 2.12505, 0.22955], [-1.85412, 1.01674, -0.33798], [1.55327, 1.96170, -0.50690], [1.75176, 1.29476, -2.16514], [0.96746, 0.15574, -0.70798]], "forces_ev_per_a": [[0.39, 0.84, 1.18], [-0.49, -0.34, -1.00], [1.36, -0.88, -0.51], [0.28, 0.71, -0.78], [-0.45, -0.81, -0.27], [-0.80, 1.28, -0.28], [-0.12, -0.48, -0.29], [-0.02, -0.56, -0.14], [-0.23, 0.20, -0.18], [0.15, -0.18, 0.48], [-0.04, 0.56, 0.25], [-0.43, 0.03, 0.36], [-0.45, 0.05, -0.09], [-0.10, -0.14, 0.25], [-0.41, -0.09, 0.27], [-0.03, -0.40, 0.12], [1.39, 0.20, 0.62]]}


# 4
{"formula": "C4H6Cl2O", "method": "ωB97M-V with the def2-TZVPD basis set", "largest_force_ev_per_a": 3.3, "homo_ha": -0.341, "molar_mass_g_mol": 141.0, "relative_energy_kcal_mol": 38.52, "orbital_gap_ev": 8.8, "elements": ["C", "C", "C", "C", "O", "Cl", "Cl", "H", "H", "H", "H", "H", "H"], "xyz": [[0.99063, 1.05253, 0.30499], [-1.41893, 0.69138, -0.30203], [0.33398, -1.59952, 0.43970], [0.02951, 0.43535, -0.56040], [0.84673, 1.55219, 1.37710], [2.64826, 0.95530, -0.39400], [1.82314, -2.21846, -0.07966], [-2.04113, 0.05040, -0.92227], [-1.65144, 1.73485, -0.52760], [-1.66050, 0.52627, 0.74850], [0.29170, -1.29962, 1.47175], [-0.53328, -2.07192, 0.00765], [0.34131, 0.19124, -1.56372]], "forces_ev_per_a": [[0.80, 0.32, 0.30], [0.02, 0.20, 0.09], [-0.42, 2.88, -1.64], [-0.41, -3.10, 1.19], [-0.28, -0.02, -0.05], [0.15, 0.13, -0.06], [0.29, -0.50, 0.03], [-0.04, 0.01, -0.02], [-0.14, 0.01, -0.03], [-0.03, 0.05, -0.03], [-0.01, 0.04, 0.21], [-0.06, -0.12, 0.02], [0.13, 0.10, -0.03]]}


# 5
{"formula": "C6H12F8IN2O3PtTe", "method": "ωB97M-V with the def2-TZVPD basis set", "largest_force_ev_per_a": 0.8, "charge": -1, "homo_ha": -0.239, "molar_mass_g_mol": 761.7, "relative_energy_kcal_mol": 0.00, "orbital_gap_ev": 8.3, "elements": ["Pt", "I", "F", "Te", "F", "F", "F", "F", "O", "C", "C", "C", "C", "N", "N", "H", "H", "H", "H", "H", "H", "H", "H", "H", "H", "H", "H", "F", "C", "F", "F", "C", "O", "O"], "xyz": [[0.62097, 0.00190, 0.81070], [2.76477, -1.44010, 0.92622], [-0.86353, 1.31480, 0.62909], [-0.29353, 1.74150, 3.17152], [1.69295, 1.58409, 1.25882], [-0.76862, 1.18320, 4.90703], [-2.23159, 1.55254, 3.01551], [1.29633, 2.30633, 4.20102], [0.29411, -0.02987, 2.77253], [3.31297, 2.29012, -2.64474], [1.84437, 1.93379, -2.44125], [1.21161, 2.90236, -1.44026], [1.09645, 2.00475, -3.77384], [1.85174, 0.52031, -2.01263], [0.71550, 0.09067, -1.25714], [3.39766, 3.28028, -3.09299], [3.79801, 1.56880, -3.30550], [3.83886, 2.30118, -1.68817], [1.38447, 3.92357, -1.78622], [1.64353, 2.79192, -0.44765], [0.13216, 2.76658, -1.34526], [1.09388, 3.02648, -4.15782], [0.05473, 1.69525, -3.65584], [1.56485, 1.34973, -4.50914], [2.67009, 0.27156, -1.46640], [0.48956, -0.86351, -1.53576], [-0.08819, 0.66869, -1.50422], [-0.72580, -4.12482, 1.32158], [-1.78499, -3.46326, 0.84529], [-2.85199, -3.83273, 1.55516], [-1.98226, -3.88157, -0.42548], [-1.58493, -1.92352, 0.87346], [-2.44174, -1.19860, 1.28661], [-0.43158, -1.63445, 0.32969]], "forces_ev_per_a": [[0.36, 0.37, -0.40], [-0.01, -0.14, 0.06], [-0.11, -0.12, -0.16], [-0.05, -0.15, 0.73], [-0.10, -0.26, -0.25], [0.11, -0.02, 0.07], [-0.12, -0.15, -0.13], [0.18, -0.13, -0.09], [-0.41, 0.68, -0.11], [0.01, 0.00, -0.02], [-0.05, -0.01, -0.01], [0.08, 0.05, 0.03], [0.01, 0.01, -0.01], [0.13, -0.23, -0.06], [0.05, -0.08, 0.02], [0.00, 0.00, 0.00], [-0.01, 0.00, -0.01], [0.00, 0.00, 0.01], [-0.05, 0.00, -0.03], [0.01, -0.01, -0.01], [0.00, -0.01, 0.01], [-0.02, 0.01, 0.01], [0.00, 0.00, 0.00], [0.00, 0.00, 0.00], [-0.05, 0.21, 0.16], [0.00, 0.04, -0.09], [-0.01, 0.04, 0.08], [0.02, -0.01, 0.03], [-0.10, 0.02, -0.03], [0.01, 0.00, -0.02], [0.01, -0.01, -0.03], [-0.10, 0.22, -0.11], [0.07, -0.17, 0.12], [0.14, -0.14, 0.23]]}


What are the E_tot values for these records? In order: -19703.9772; -9765.4427; -6846.5865; -31335.7474; -55924.1514 eV.